(1)
{
  "formula": "C6H11NO",
  "method": "ωB97M-V/def2-TZVPD",
  "s_squared": 2.007,
  "charge": 0,
  "relative_energy_kcal_mol": 64.8,
  "e_lumo_ev": [0.950, -2.309],
  "max_force_ev_per_a": 10.6,
  "multiplicity": 3,
  "energy_ev": -9930.3623,
  "elements": ["C", "C", "C", "C", "C", "C", "N", "O", "H", "H", "H", "H", "H", "H", "H", "H", "H", "H", "H"],
  "xyz": [[-0.83450, 0.04390, 0.08500], [-1.71151, -1.14995, -0.24522], [-2.80087, 0.06281, -0.17872], [1.62332, -0.16780, 1.36680], [1.53207, 1.25990, -0.71041], [0.97964, 0.04236, -0.00091], [-1.68827, 0.98700, -0.00775], [1.19087, -1.11366, -0.73670], [-1.60043, -1.74449, -1.19139], [-1.81287, -1.90973, 0.54367], [-3.57930, 0.31137, -0.90487], [-3.35384, -0.02913, 0.76961], [2.78037, -0.28955, 1.28570], [1.17637, -0.96426, 1.83297], [1.43074, 0.71461, 2.16094], [2.48523, 1.01919, -1.13271], [1.77263, 1.98595, 0.04892], [0.92702, 1.84266, -1.33841], [1.48333, -0.90119, -1.64651]],
  "forces_ev_per_angstrom": [[9.5, -4.1, 2.3], [-0.8, 1.4, -1.6], [-1.8, -0.7, 2.0], [1.8, 3.6, 0.8], [0.4, 0.3, 1.9], [-3.3, 0.4, 0.1], [-3.9, 2.7, -2.5], [0.8, -0.9, -1.2], [0.0, 1.0, 0.3], [-0.1, 0.6, 0.2], [0.6, -0.1, -0.5], [0.0, -0.3, -0.1], [-2.0, 0.1, 0.0], [-0.7, -2.3, 1.0], [0.4, -1.6, -2.1], [0.6, -0.3, -0.6], [0.2, 0.3, 0.6], [-1.2, 0.0, -1.4], [-0.4, -0.1, 0.8]],
  "mulliken_spin": [0.81, 0.11, 0.05, -0.01, 0.01, -0.03, 0.96, 0.02, 0.01, 0.05, 0.00, 0.01, 0.01, -0.01, 0.00, 0.00, 0.00, 0.00, 0.00]
}


(2)
{
  "formula": "C30H48N2O2RhSe",
  "method": "ωB97M-V/def2-TZVPD",
  "s_squared": 6.042,
  "charge": 1,
  "relative_energy_kcal_mol": 6.7,
  "e_lumo_ev": [-2.093, -5.154],
  "max_force_ev_per_a": 0.9,
  "multiplicity": 5,
  "energy_ev": -107312.6566,
  "elements": ["Rh", "C", "C", "C", "C", "C", "C", "C", "Se", "C", "C", "C", "C", "C", "C", "O", "C", "C", "C", "C", "C", "C", "C", "C", "C", "O", "C", "C", "C", "C", "C", "C", "H", "H", "H", "H", "H", "H", "H", "H", "H", "H", "H", "H", "H", "H", "H", "H", "H", "H", "H", "H", "H", "H", "H", "H", "H", "H", "H", "H", "H", "H", "H", "H", "H", "H", "H", "H", "H", "H", "H", "H", "N", "C", "C", "N", "H", "H", "H", "H", "H", "H", "H", "H"],
  "xyz": [[0.14958, -0.13312, 0.30270], [-2.73099, 5.15298, -4.49518], [-2.62226, 5.45719, -2.99201], [-4.02478, 5.43161, -2.38711], [-2.01874, 6.85568, -2.79084], [-1.70579, 4.42313, -2.35558], [-2.12928, 3.57301, -1.32501], [-1.27521, 2.63162, -0.81944], [-1.92278, 1.41143, 0.51932], [-2.97330, 0.36482, -0.69221], [-4.23468, 0.82450, -1.03299], [-4.97317, 0.15012, -1.99155], [-4.38766, -0.98982, -2.55310], [-3.14336, -1.50083, -2.22074], [-2.39056, -0.79303, -1.24715], [-1.20108, -1.20269, -0.85493], [-2.68323, -2.76841, -2.95981], [-2.60296, -2.46330, -4.46402], [-3.70723, -3.88892, -2.71453], [-1.31379, -3.30840, -2.53203], [-6.36623, 0.58832, -2.43642], [-6.34199, 0.88458, -3.94269], [-6.82825, 1.84624, -1.70282], [-7.37012, -0.53788, -2.15477], [0.07348, 2.49593, -1.29745], [0.82578, 1.58443, -0.82400], [0.53859, 3.40186, -2.32287], [-0.37785, 4.30533, -2.80593], [1.94696, 3.41533, -2.93292], [2.54302, 4.82021, -2.74269], [1.83150, 3.10253, -4.43383], [2.94250, 2.41580, -2.33225], [-3.39324, 5.88035, -4.96723], [-3.14092, 4.15597, -4.66664], [-1.76382, 5.21297, -4.99490], [-4.64434, 6.17868, -2.88362], [-4.01699, 5.66817, -1.32130], [-4.50716, 4.46105, -2.52425], [-2.67035, 7.60356, -3.24513], [-1.03670, 6.94618, -3.25602], [-1.91609, 7.09247, -1.73060], [-3.13206, 3.65012, -0.93074], [-4.63566, 1.70019, -0.54108], [-4.96060, -1.52083, -3.30253], [-3.56258, -2.14949, -4.87526], [-2.28658, -3.35689, -5.00549], [-1.87803, -1.67103, -4.66136], [-4.70341, -3.62830, -3.07128], [-3.78202, -4.12018, -1.65040], [-3.39513, -4.79427, -3.23860], [-0.51483, -2.58751, -2.70546], [-1.10572, -4.19804, -3.13010], [-1.30342, -3.59881, -1.48126], [-5.62862, 1.67876, -4.17369], [-7.33074, 1.20395, -4.27738], [-6.06386, 0.00396, -4.52305], [-6.16155, 2.69208, -1.88854], [-6.89405, 1.68962, -0.62425], [-7.82108, 2.12839, -2.05503], [-7.11592, -1.44902, -2.69796], [-8.37112, -0.23426, -2.46677], [-7.40152, -0.77733, -1.09049], [-0.05821, 4.97926, -3.58897], [1.94672, 5.59404, -3.22582], [3.54243, 4.85224, -3.17928], [2.62653, 5.06983, -1.68358], [1.20558, 3.82209, -4.96158], [1.41184, 2.10789, -4.59517], [2.82345, 3.13072, -4.88747], [3.12121, 2.60700, -1.27337], [3.89103, 2.54087, -2.85761], [2.62057, 1.38314, -2.45736], [2.45441, -0.12504, 0.68774], [2.98519, -1.45188, 0.33088], [2.17971, -2.52201, 1.04565], [0.75875, -2.37285, 0.70965], [2.79880, 0.60656, 0.07492], [2.72333, 0.12246, 1.63487], [4.04430, -1.55465, 0.57499], [2.88644, -1.56980, -0.75032], [2.28140, -2.39211, 2.12514], [2.56942, -3.51160, 0.79899], [0.16324, -2.87817, 1.35515], [0.53133, -2.72987, -0.21528]],
  "forces_ev_per_angstrom": [[-0.3, -0.6, 0.1], [0.0, 0.0, 0.0], [0.0, -0.1, 0.0], [0.0, 0.0, 0.0], [0.0, 0.0, 0.0], [0.1, 0.1, -0.1], [0.1, -0.2, 0.2], [-0.3, 0.2, 0.0], [0.1, -0.1, 0.1], [0.1, -0.3, -0.2], [-0.2, 0.0, -0.1], [0.1, 0.0, 0.0], [-0.1, 0.1, 0.0], [0.0, 0.1, 0.1], [-0.3, 0.2, -0.1], [0.4, 0.1, 0.3], [0.0, 0.1, 0.1], [0.0, 0.0, 0.0], [0.0, 0.0, 0.0], [0.0, -0.1, -0.1], [0.1, 0.0, 0.0], [0.0, 0.0, 0.0], [0.0, 0.0, 0.0], [0.0, 0.0, 0.0], [0.4, -0.5, 0.2], [-0.2, 0.8, -0.5], [0.0, 0.3, -0.2], [0.1, 0.0, 0.0], [0.0, -0.1, 0.1], [0.0, 0.0, 0.0], [0.0, 0.0, 0.0], [0.0, 0.0, 0.0], [0.0, 0.0, 0.0], [0.0, 0.0, 0.0], [0.0, 0.0, 0.0], [0.0, 0.0, 0.0], [0.0, 0.0, 0.0], [0.0, 0.0, 0.0], [0.0, 0.0, 0.0], [0.0, 0.0, 0.0], [0.0, 0.0, 0.0], [0.0, 0.0, 0.0], [0.0, 0.0, 0.0], [0.0, 0.0, 0.0], [0.0, 0.0, 0.0], [0.0, 0.0, 0.0], [0.0, 0.0, 0.0], [0.0, 0.0, 0.0], [0.0, 0.0, 0.0], [0.0, 0.0, 0.0], [0.0, 0.0, 0.0], [0.0, 0.0, 0.0], [0.0, 0.0, 0.0], [0.0, 0.0, 0.0], [0.0, 0.0, 0.0], [0.0, 0.0, 0.0], [0.0, 0.0, 0.0], [0.0, 0.0, 0.0], [0.0, 0.0, 0.0], [0.0, 0.0, 0.0], [0.0, 0.0, 0.0], [0.0, 0.0, 0.0], [0.0, 0.0, 0.0], [0.0, 0.0, 0.0], [0.0, 0.0, 0.0], [0.0, 0.0, 0.0], [0.0, 0.0, 0.0], [0.0, 0.0, 0.0], [0.0, 0.0, 0.0], [0.0, 0.0, 0.0], [0.0, 0.0, 0.0], [0.0, 0.0, 0.0], [-0.1, 0.1, 0.0], [0.0, 0.0, 0.0], [0.0, 0.0, 0.0], [-0.1, 0.0, 0.0], [0.1, -0.1, 0.0], [0.0, 0.0, 0.0], [0.0, 0.0, 0.0], [0.0, 0.0, 0.0], [0.0, 0.0, 0.0], [0.0, 0.0, 0.0], [0.0, 0.1, 0.0], [0.1, 0.0, 0.0]],
  "mulliken_spin": [2.44, 0.03, 0.04, 0.02, 0.03, 0.02, 0.06, 0.12, 0.13, 0.04, -0.02, 0.02, -0.01, 0.02, 0.04, 0.20, 0.01, 0.00, 0.00, -0.01, 0.00, 0.00, 0.00, 0.00, 0.22, 0.37, 0.07, -0.01, 0.05, 0.02, 0.02, -0.01, 0.00, 0.00, 0.00, 0.00, 0.00, -0.01, 0.00, 0.00, 0.00, -0.01, -0.01, 0.00, 0.00, 0.00, 0.00, 0.00, 0.00, 0.00, 0.00, 0.00, 0.00, 0.00, 0.00, 0.00, 0.00, 0.00, 0.00, 0.00, 0.00, 0.00, 0.00, 0.00, 0.00, 0.00, 0.00, 0.00, 0.00, 0.00, 0.00, 0.00, 0.06, -0.02, 0.01, 0.07, 0.00, 0.00, 0.01, 0.00, 0.00, 0.00, 0.00, -0.01]
}


(3)
{
  "formula": "C29H19Cl7N5SeTi",
  "method": "ωB97M-V/def2-TZVPD",
  "s_squared": 0.768,
  "charge": 0,
  "relative_energy_kcal_mol": 21.3,
  "e_lumo_ev": [-0.058, -0.133],
  "max_force_ev_per_a": 1.6,
  "multiplicity": 2,
  "energy_ev": -213952.5937,
  "elements": ["Ti", "C", "C", "N", "C", "C", "C", "C", "C", "C", "C", "C", "C", "N", "C", "H", "H", "H", "H", "H", "H", "H", "H", "N", "C", "C", "C", "C", "C", "N", "C", "C", "C", "C", "C", "N", "H", "H", "H", "H", "H", "H", "H", "H", "H", "Cl", "C", "C", "C", "Cl", "C", "Cl", "C", "Cl", "C", "Cl", "Cl", "C", "Cl", "H", "H", "Se"],
  "xyz": [[-0.37401, -1.37768, -0.73198], [1.32646, 3.45592, -3.01591], [1.90025, 2.48552, -2.17971], [1.50571, 2.24165, -0.95151], [0.51887, 3.00802, -0.44227], [-0.09974, 4.02614, -1.18131], [0.31502, 4.22384, -2.50861], [-1.10892, 4.85859, -0.57978], [-1.45327, 4.69378, 0.70881], [-0.84502, 3.65975, 1.50442], [-1.17899, 3.47605, 2.85701], [-0.55545, 2.49343, 3.57412], [0.37814, 1.68243, 2.90904], [0.68456, 1.80421, 1.64003], [0.10617, 2.79925, 0.94087], [1.68184, 3.58002, -4.02914], [2.71653, 1.87509, -2.55367], [-0.16644, 4.98541, -3.11047], [-1.56797, 5.63011, -1.18529], [-2.18938, 5.33734, 1.17467], [-1.92214, 4.11825, 3.31410], [-0.78337, 2.31730, 4.61600], [0.87813, 0.89059, 3.45662], [2.04215, -1.02979, 0.93644], [1.55558, -2.31282, 1.30018], [2.12597, -3.02210, 2.35291], [1.60328, -4.26009, 2.65952], [0.56683, -4.77743, 1.88893], [0.06959, -4.01483, 0.85722], [0.54421, -2.78728, 0.58903], [2.55398, -0.87104, -0.37145], [3.89224, -0.54635, -0.58985], [4.35697, -0.55120, -1.88554], [3.50045, -0.92341, -2.92114], [2.19519, -1.22422, -2.61373], [1.71895, -1.15855, -1.35768], [2.65639, -0.64484, 1.63737], [2.94633, -2.59577, 2.91439], [2.01279, -4.83236, 3.48146], [0.14759, -5.75382, 2.08106], [-0.73256, -4.34185, 0.20816], [4.53710, -0.31924, 0.24785], [5.38977, -0.30012, -2.08976], [3.83726, -0.98107, -3.94554], [1.46498, -1.53794, -3.34866], [-0.91165, -1.41720, 2.85987], [-2.35856, -1.71470, 1.88010], [-2.34598, -1.29959, 0.55619], [-3.60172, -1.44105, -0.04042], [-3.91227, -0.78962, -1.64756], [-4.70832, -2.03734, 0.56194], [-6.22197, -2.19501, -0.25859], [-4.60188, -2.53059, 1.86067], [-5.92498, -3.33065, 2.61777], [-3.40723, -2.34381, 2.54451], [-3.25384, -2.90749, 4.17193], [-0.13224, 0.44165, -5.01747], [-1.45053, 0.22700, -3.86263], [-0.98802, 0.73969, -2.21534], [-1.69456, -0.83025, -3.77342], [-2.27038, 0.87078, -4.15646], [-0.96787, -2.92072, -2.33831]],
  "forces_ev_per_angstrom": [[-1.1, -0.8, -0.9], [0.0, 0.0, 0.1], [0.0, -0.1, -0.1], [0.1, 0.1, 0.1], [0.0, 0.0, 0.1], [-0.2, 0.2, 0.0], [0.0, 0.0, 0.0], [0.1, -0.1, -0.1], [0.0, -0.1, 0.1], [-0.2, 0.2, 0.0], [0.0, 0.0, 0.0], [0.0, -0.1, 0.0], [-0.1, 0.0, 0.1], [0.2, 0.1, 0.0], [0.1, -0.1, -0.1], [0.0, 0.0, 0.0], [0.0, 0.0, 0.0], [0.0, 0.0, 0.0], [0.0, 0.0, 0.0], [0.0, 0.0, 0.0], [0.0, 0.0, 0.0], [0.0, 0.0, 0.0], [0.0, 0.0, 0.0], [-0.1, -0.2, -0.1], [0.5, 0.0, 0.0], [-0.1, 0.1, 0.0], [0.0, -0.1, 0.0], [0.0, 0.0, 0.0], [0.0, 0.2, 0.0], [0.1, -0.3, 0.2], [0.3, -0.4, 0.2], [-0.2, 0.1, 0.1], [0.0, 0.0, -0.1], [0.1, 0.0, 0.1], [-0.3, 0.1, 0.1], [0.2, 0.2, 0.0], [-0.1, 0.1, 0.0], [0.0, 0.0, 0.0], [0.0, 0.0, 0.0], [0.0, 0.0, 0.0], [0.0, 0.0, 0.0], [0.0, 0.0, 0.0], [0.0, 0.0, 0.0], [0.0, 0.0, 0.0], [0.1, 0.0, 0.0], [-0.2, 0.1, 0.0], [0.5, 0.0, 0.4], [0.0, -0.1, -0.2], [-0.2, 0.2, -0.4], [0.2, -0.1, 0.2], [-0.2, -0.1, 0.1], [0.1, 0.0, 0.0], [0.1, 0.0, 0.0], [0.0, 0.0, 0.0], [-0.1, 0.0, 0.0], [0.0, 0.0, -0.1], [0.0, 0.0, 0.1], [0.0, -0.1, 0.1], [0.1, 0.4, 0.0], [0.0, 0.0, -0.1], [0.0, -0.1, 0.0], [0.2, 0.4, 0.4]],
  "mulliken_spin": [1.09, 0.00, 0.00, 0.00, 0.00, 0.00, 0.00, 0.00, 0.00, 0.00, 0.00, 0.00, 0.00, 0.00, 0.00, 0.00, 0.00, 0.00, 0.00, 0.00, 0.00, 0.00, 0.00, 0.01, 0.00, -0.01, 0.01, -0.01, 0.03, 0.01, 0.01, -0.01, 0.01, 0.00, 0.04, -0.03, 0.00, 0.00, 0.00, 0.00, 0.00, 0.00, 0.00, 0.00, 0.00, 0.00, 0.01, -0.05, 0.04, 0.00, 0.00, 0.00, 0.01, 0.00, 0.00, 0.00, 0.00, 0.00, 0.01, 0.00, 0.00, -0.15]
}


(4)
{
  "formula": "C2H8OP4",
  "method": "ωB97M-V/def2-TZVPD",
  "charge": 0,
  "relative_energy_kcal_mol": 18.6,
  "e_lumo_ev": [-0.304, -0.445],
  "max_force_ev_per_a": 2.8,
  "energy_ev": -41403.1237,
  "elements": ["C", "C", "O", "P", "P", "P", "P", "H", "H", "H", "H", "H", "H", "H", "H"],
  "xyz": [[-0.19664, 1.48614, 0.03303], [-1.49142, 2.01403, -0.36044], [0.79829, 1.79845, 0.56145], [2.74103, 0.08210, 0.04018], [-1.76739, -1.56164, 0.55437], [1.37078, -1.58687, 0.31719], [-0.31339, -1.10576, -0.97649], [-2.26369, 1.40252, 0.11161], [-1.60428, 1.88298, -1.43646], [-1.61446, 3.06447, -0.08711], [2.79818, 0.40281, 1.38876], [3.82951, -0.78127, 0.15355], [-2.81449, -1.80579, -0.32979], [-1.48563, -2.92400, 0.67210], [2.01361, -2.36815, -0.64195]],
  "forces_ev_per_angstrom": [[1.1, -2.5, -0.7], [-0.7, 0.6, 0.0], [-1.3, 0.3, -0.1], [0.5, 0.4, -0.7], [-0.3, 0.2, 0.7], [-0.3, -0.5, 0.6], [0.4, 2.2, 0.1], [0.1, 0.0, 0.0], [0.1, 0.0, 0.0], [0.0, 0.0, 0.1], [0.1, 0.3, 0.5], [0.4, -0.4, 0.0], [-0.5, 0.0, -0.3], [0.1, -0.4, 0.1], [0.3, -0.3, -0.3]],
  "lowdin_charge": [-0.36, -0.09, -0.01, 0.44, 0.31, 0.15, 0.18, 0.07, 0.09, 0.09, -0.16, -0.17, -0.19, -0.18, -0.18]
}